{"formula": "C42H81BClF4N3O16P", "method": "ωB97M-V with the def2-TZVPD basis set", "species": ["C", "C", "O", "C", "C", "C", "C", "N", "C", "C", "C", "C", "C", "C", "C", "O", "C", "C", "F", "C", "C", "N", "C", "C", "O", "O", "N", "B", "C", "O", "C", "C", "C", "O", "C", "F", "F", "F", "P", "O", "Cl", "H", "H", "H", "H", "H", "H", "H", "H", "H", "H", "H", "H", "H", "H", "H", "H", "H", "H", "H", "H", "H", "H", "H", "H", "H", "H", "H", "H", "H", "H", "H", "H", "H", "H", "H", "H", "H", "H", "H", "C", "O", "C", "C", "O", "C", "C", "O", "C", "H", "H", "H", "H", "H", "H", "H", "H", "H", "H", "H", "H", "H", "H", "C", "O", "C", "C", "O", "C", "C", "O", "C", "H", "H", "H", "H", "H", "H", "H", "H", "H", "H", "H", "H", "H", "H", "C", "O", "C", "C", "O", "C", "C", "O", "C", "H", "H", "H", "H", "H", "H", "H", "H", "H", "H", "H", "H", "H", "H"], "positions_angstrom": [[4.341413, -2.957197, 1.756460], [3.446362, -2.592042, 0.565962], [2.423382, -1.707327, 0.993307], [1.889993, -0.898810, -0.052148], [0.388410, -0.713261, 0.158669], [-0.597017, -1.706591, -0.531267], [0.169043, -3.021596, -0.765705], [-1.021486, -1.044624, -1.836857], [0.041986, -0.375276, -2.595848], [0.056103, 1.019698, -2.577882], [1.018515, 1.729620, -3.271458], [1.996086, 1.077864, -4.028282], [1.958852, -0.312215, -4.077755], [0.997721, -1.019252, -3.366259], [-1.951968, -1.862581, -2.699474], [-1.206964, -2.894736, -3.242349], [-2.439139, -0.937833, -3.863743], [-1.625155, -0.921414, -5.151702], [-2.449948, -1.337132, -6.193982], [-3.172571, -2.328457, -1.810820], [-3.859146, -3.485571, -2.578549], [-3.120743, -4.775431, -2.536992], [-4.245805, -1.153362, -1.724786], [-5.493409, -1.255436, -2.578158], [-6.427388, -1.897376, -2.173401], [-5.613585, -0.543021, -3.743058], [-2.813844, -2.737504, -0.469642], [-3.880645, -3.548287, 0.212734], [-3.665627, -5.082881, 0.537158], [-5.134858, -3.033622, 0.511670], [-1.879223, -1.974938, 0.351829], [-1.396146, -2.810748, 1.559470], [-2.172450, -2.731617, 2.868813], [-1.813110, -1.616069, 3.647674], [-1.784598, -3.979877, 3.719988], [-0.465127, -4.126029, 3.800861], [-2.228349, -3.806530, 4.974260], [-2.345191, -5.096275, 3.277559], [-2.561255, -0.235820, 0.789923], [-1.623197, 0.493730, 1.887661], [-4.302476, -0.516631, 1.907605], [4.835828, -3.906586, 1.551274], [5.131501, -2.210227, 1.839549], [3.769461, -3.002493, 2.680029], [4.087128, -2.166013, -0.211168], [2.994709, -3.516249, 0.181688], [2.207111, -1.291455, -1.016793], [2.349910, 0.092825, 0.049477], [0.305103, -0.799332, 1.241024], [0.106520, 0.327333, -0.013924], [0.770884, -3.300763, 0.089810], [0.769125, -3.000965, -1.668267], [-0.574128, -3.810931, -0.918787], [-1.635025, -0.268065, -1.547072], [-0.669800, 1.594252, -2.005988], [1.042259, 2.810381, -3.234774], [2.747122, 1.652782, -4.549032], [2.673602, -0.864469, -4.671873], [1.009011, -2.097124, -3.447163], [-1.657278, -3.309514, -3.980633], [-3.438952, -1.238499, -4.168503], [-2.560795, 0.081765, -3.494252], [-0.731175, -1.536057, -5.191019], [-1.333068, 0.103218, -5.390711], [-4.870287, -3.696954, -2.236014], [-3.958445, -3.215293, -3.634257], [-2.826136, -5.042546, -3.467610], [-3.754048, -5.518511, -2.273325], [-4.650469, -1.102854, -0.715772], [-3.793464, -0.165048, -1.857468], [-5.869077, -1.173752, -4.429032], [-4.115921, -5.372768, 1.484971], [-2.639808, -5.426100, 0.420071], [-4.248804, -5.604155, -0.232865], [-5.723165, -2.983507, -0.256099], [-1.307061, -3.870763, 1.314375], [-0.370114, -2.559605, 1.838008], [-3.260368, -2.794923, 2.797761], [-2.589686, -1.090266, 3.862983], [-1.183745, -0.079891, 2.536988], [-7.122638, 2.643854, -3.421864], [-6.635467, 2.967123, -2.136800], [-5.898700, 1.908783, -1.562419], [-5.009561, 2.410440, -0.444745], [-3.808136, 3.024347, -0.897558], [-3.919303, 4.336824, -1.440237], [-4.150247, 5.403804, -0.394552], [-5.511921, 5.442039, -0.009915], [-5.691221, 6.064616, 1.244144], [-7.802626, 1.785672, -3.381335], [-7.665361, 3.508553, -3.796901], [-6.295726, 2.424358, -4.107772], [-5.277230, 1.422183, -2.329186], [-6.607307, 1.171987, -1.154819], [-4.674804, 1.540798, 0.120365], [-5.557042, 3.059786, 0.239957], [-4.675460, 4.380115, -2.225501], [-2.950000, 4.533466, -1.904576], [-3.884668, 6.386007, -0.810355], [-3.515503, 5.199074, 0.474353], [-5.157842, 5.518468, 2.031408], [-6.754849, 6.052292, 1.471652], [-5.344828, 7.104212, 1.222103], [2.076035, 10.237139, 2.104341], [1.462042, 9.066465, 2.596587], [1.113854, 9.181502, 3.966562], [0.064644, 8.158127, 4.341196], [-1.254521, 8.516206, 3.951047], [-1.575535, 8.403022, 2.572989], [-1.763138, 6.977346, 2.101599], [-0.508060, 6.357585, 1.860115], [-0.595574, 4.952177, 1.871953], [3.008197, 10.449239, 2.639756], [2.301501, 10.075867, 1.051969], [1.401685, 11.096829, 2.189553], [0.729793, 10.186304, 4.178028], [2.016157, 9.009233, 4.569197], [0.030516, 8.106187, 5.431360], [0.331623, 7.165699, 3.973540], [-0.850389, 8.931010, 1.951325], [-2.535327, 8.913483, 2.465406], [-2.325218, 6.978795, 1.159814], [-2.325627, 6.414704, 2.857362], [-0.939662, 4.589026, 2.847925], [0.402241, 4.556871, 1.687424], [-1.272299, 4.587334, 1.089076], [8.167804, -6.022446, -1.335621], [8.539987, -5.854868, 0.012238], [9.428419, -6.873080, 0.449740], [10.181368, -6.440832, 1.689167], [11.275008, -5.573429, 1.426217], [10.969949, -4.225554, 1.098844], [10.520449, -3.394750, 2.281018], [9.153705, -3.638528, 2.575191], [8.815722, -3.263475, 3.891594], [7.642282, -6.972832, -1.486231], [7.500531, -5.203148, -1.599667], [9.044932, -5.982637, -1.991672], [10.146988, -7.114130, -0.342255], [8.837374, -7.769479, 0.681969], [10.631132, -7.334685, 2.126190], [9.506832, -6.015214, 2.434225], [10.249688, -4.169402, 0.280570], [11.910776, -3.803956, 0.739033], [10.637024, -2.329297, 2.039461], [11.144650, -3.634327, 3.149575], [9.398587, -3.834295, 4.623133], [7.760633, -3.488314, 4.038448], [8.977786, -2.190728, 4.048165]], "atomic_forces_ev_per_a": [[0.0725, 0.3787, -0.6426], [0.4464, -0.7637, 0.7136], [-0.2252, 0.0849, -0.3799], [0.5218, 0.4303, 0.2738], [-0.1105, 0.0826, 0.2244], [1.6905, -0.0565, 1.2206], [-1.3307, -0.5317, -0.5551], [-0.3346, -0.1808, -0.2217], [0.6645, 0.9398, -0.6407], [-0.2494, 0.1033, 0.2746], [0.6040, 0.0245, -0.3960], [-0.6119, -0.3227, 0.4311], [0.0045, 0.4216, 0.0600], [-0.0039, -0.7946, 0.0364], [-0.9431, 0.2366, -1.0685], [0.6115, -0.2854, 0.7692], [0.0842, -0.0153, 0.4752], [0.0975, 0.6230, -0.3508], [-0.1338, -0.2499, -0.0510], [-0.8120, 0.9155, -0.2528], [0.7149, -1.5101, -0.3331], [-0.2495, 0.2236, -0.0965], [0.1439, 1.1292, -0.3441], [-0.9137, 0.0295, 0.3888], [0.0992, -0.4312, -0.1048], [1.3058, -0.4595, 0.1975], [-0.1634, -0.3035, 0.2719], [-0.2542, -0.8996, 0.3983], [0.1458, 0.6171, -0.1246], [0.4223, -0.4471, -0.7974], [0.6683, -0.2242, -0.0228], [0.0224, -0.1842, 0.4160], [-0.0786, -1.1540, 0.6779], [0.4560, 0.5033, -0.3738], [-0.5398, 1.2505, 0.8083], [0.4154, -0.3020, -0.2798], [-0.1022, 0.0231, 0.0700], [0.1309, -0.4482, -0.5466], [-0.1943, 1.0339, -0.1126], [0.1435, -0.2795, -0.4304], [0.3488, -0.1358, -0.1249], [-0.0735, -0.0653, 0.1548], [-0.0847, 0.0277, 0.3020], [-0.0014, -0.1174, 0.0026], [-0.2495, 0.1806, -0.1156], [-0.0722, 0.1297, -0.1977], [-0.2975, -0.0496, -0.1190], [-0.0357, -0.0153, -0.1515], [-0.1280, -0.2099, -0.0928], [0.0164, -0.0672, -0.2142], [0.1410, 0.3134, 0.0738], [0.1968, 0.1136, 0.1796], [0.1639, -0.0265, -0.0898], [0.0551, 0.0187, 0.2542], [-0.0930, -0.1819, 0.0457], [-0.1901, 0.0015, 0.1146], [0.0322, -0.0607, -0.0791], [0.0349, 0.0006, 0.0230], [-0.0555, 0.0752, 0.0448], [-0.1759, 0.0890, -0.0977], [0.0468, -0.0566, 0.0874], [0.0043, -0.0112, -0.0629], [-0.0796, -0.1474, 0.2488], [0.0693, -0.0361, 0.0483], [-0.0030, 0.4595, 0.2225], [-0.2368, 0.4099, 0.1148], [0.1740, 0.0320, 0.0163], [0.0220, 0.0100, 0.1810], [0.0988, -0.3711, -0.0249], [0.0093, -0.1572, -0.1884], [-0.6431, 0.2114, -0.1134], [0.1160, -0.0634, 0.0354], [-0.0328, -0.1083, 0.1916], [-0.0984, 0.0083, 0.0779], [-0.3241, 0.4237, 0.1866], [-0.2688, 0.0899, -0.4301], [-0.0814, 0.2788, -0.0727], [0.0287, -0.0163, -0.3514], [-0.2174, -0.1249, 0.1348], [-0.3063, -0.1516, 0.2618], [-0.0629, 0.0538, 0.0690], [0.2389, 0.0553, -0.1106], [-0.2164, 0.2512, 0.0786], [0.0848, -0.0720, -0.0371], [0.0241, -0.1104, -0.0938], [0.1509, 0.0586, -0.0295], [-0.3864, 0.1245, -0.1347], [0.0514, -0.2614, 0.1150], [-0.0538, 0.0321, -0.0770], [0.0313, -0.0334, -0.0616], [-0.0195, 0.0068, 0.0547], [-0.0340, -0.0833, -0.0054], [-0.0331, 0.1162, 0.0618], [0.0965, -0.1567, -0.0078], [-0.0135, -0.0173, 0.0410], [-0.0926, 0.0693, -0.1288], [-0.1371, 0.0322, 0.1044], [0.0236, -0.0242, 0.0300], [0.2040, -0.0305, 0.0340], [0.0382, -0.0181, -0.0099], [0.0475, 0.0674, 0.0123], [-0.0048, 0.0127, -0.0479], [0.0280, -0.0044, 0.0654], [0.0097, -0.1156, 0.0001], [-0.2005, 0.0948, -0.0594], [0.1604, -0.1953, -0.1862], [-0.0555, 0.0544, 0.1364], [0.0172, -0.0537, -0.0626], [-0.1196, 0.0714, 0.1087], [0.3086, 0.0330, -0.1894], [0.0258, -0.0878, 0.2033], [0.0534, 0.1308, -0.0461], [-0.0089, 0.0780, -0.0011], [0.0182, -0.0408, 0.0122], [0.0606, 0.0431, 0.0488], [-0.0100, 0.0007, 0.0459], [-0.0565, 0.0938, 0.1247], [-0.0341, 0.0309, -0.0048], [0.0875, 0.0521, -0.1410], [0.0944, -0.1432, -0.0503], [-0.0076, -0.0098, 0.0349], [-0.1630, 0.0534, 0.0779], [-0.0390, 0.0252, 0.0034], [-0.0712, -0.0516, -0.0465], [0.0109, 0.0293, -0.0218], [-0.0402, -0.0776, 0.0375], [-0.0337, 0.0266, 0.1192], [0.1561, 0.1095, -0.0805], [-0.2482, 0.1201, 0.1023], [0.1281, -0.0629, 0.0184], [-0.0745, 0.0110, -0.0167], [0.1551, -0.0164, 0.0108], [-0.2761, 0.0613, -0.1283], [0.0223, -0.1882, 0.0868], [-0.0342, 0.0107, -0.1437], [0.0323, -0.0154, -0.0762], [-0.0179, -0.0084, 0.0345], [-0.0243, -0.0804, -0.0384], [0.0238, -0.0276, 0.0133], [0.1225, -0.0997, -0.0334], [0.0295, 0.0058, -0.0229], [-0.1174, 0.0642, -0.1131], [-0.1419, 0.0273, 0.0942], [0.0190, -0.0305, 0.0250], [0.1556, 0.0032, 0.0514], [0.0429, 0.0068, -0.0116], [0.0348, 0.0824, 0.0382], [-0.0078, 0.0222, -0.0306], [0.0239, -0.0126, 0.0965]], "mulliken_charge": [-1.33, 0.06, -0.45, -1.41, -1.21, 1.01, -1.89, 1.73, 0.85, -1.10, -0.95, -0.84, -1.11, -0.37, -0.55, -0.49, -0.54, -0.50, -0.43, 1.25, -2.38, -0.27, 0.26, -0.95, -0.54, -0.39, 1.37, 0.93, -1.09, -0.83, 0.55, -1.66, -0.45, -0.70, 0.34, -0.26, -0.29, -0.25, 0.41, -0.74, -0.28, 0.39, 0.32, 0.34, 0.34, 0.12, 0.48, 0.45, 0.96, 0.52, 0.59, 0.04, 0.18, 0.35, 0.83, 0.51, 0.47, 0.52, 0.40, 0.85, 0.38, 0.16, 0.28, 0.34, 0.82, 0.25, 0.28, 0.32, 0.53, -0.28, 0.39, 0.38, 0.28, 0.38, 0.43, 0.06, 1.18, 0.63, 0.43, 0.53, -0.72, -0.39, -0.10, -0.11, -0.12, -0.99, -0.01, -0.39, -0.73, 0.31, 0.30, 0.25, -0.15, 0.61, -0.28, 0.36, 0.25, 0.46, 0.68, -0.15, 0.30, 0.28, 0.29, -0.77, -0.24, -0.57, -0.38, -0.47, -0.57, -0.09, -0.35, -0.53, 0.32, 0.23, 0.33, 0.35, 0.43, 0.40, 0.15, 0.21, 0.39, 0.14, 0.35, 0.37, 0.35, 0.02, -0.79, -0.20, -0.60, -0.38, -0.47, -0.38, -0.60, -0.20, -0.80, 0.32, 0.22, 0.32, 0.36, 0.41, 0.39, 0.17, 0.17, 0.39, 0.41, 0.36, 0.34, 0.21, 0.34], "total_charge": 1, "e_homo_ev": -10.5, "fmax_ev_per_a": 2.1, "energy_ha": -4242.5817}